No. 1
A structure of composition C46H51IrN4O3P2Si2 at a distorted geometry. Source: the Open Molecules 2025 dataset; level of theory: ωB97M-V/def2-TZVPD.

```
109
Properties=species:S:1:pos:R:3:forces:R:3
Ir -0.902811 -0.913453 -0.050613 1.33 0.62 0.25
C -2.917611 0.737547 2.920087 0.55 -0.58 0.24
Si -1.390711 -0.297853 3.410287 -0.46 -0.06 0.25
C -0.548911 0.689447 4.814887 -0.09 -0.38 -0.68
C -1.869411 -2.008253 4.123787 0.07 0.84 -0.24
N -0.440811 -0.607553 1.969187 0.52 0.55 0.42
P 1.138189 -0.386753 1.598887 -0.35 -0.97 1.13
C 1.124289 -0.805553 -0.119613 -1.67 1.03 0.36
P 1.005489 -0.137353 -1.755913 0.03 0.00 -1.59
N -0.475211 -0.735053 -2.101613 0.09 -0.23 -0.15
Si -1.455611 -1.129953 -3.496913 0.03 -0.10 -0.22
C -0.330211 -1.590053 -4.964913 -0.51 0.15 0.62
C -2.505711 -2.604253 -2.903713 0.32 0.57 -0.28
C -2.614211 0.282547 -4.074413 0.44 -0.59 0.27
C 1.030789 1.664247 -1.996913 0.53 -0.19 0.48
C 2.147089 2.452547 -1.674613 0.15 -0.29 0.21
C 2.087189 3.833847 -1.943513 -0.07 -0.27 0.18
C 0.906889 4.435847 -2.248313 -0.53 -0.13 -0.41
C -0.370111 3.674247 -2.172013 1.37 -0.66 -2.03
C -0.133311 2.234447 -2.421013 0.21 0.48 -0.80
C 2.262689 -0.828153 -2.861113 -0.24 0.25 0.35
C 2.836389 -2.068953 -2.615713 0.00 0.05 0.01
C 3.673389 -2.636553 -3.559213 0.03 -0.15 0.01
C 3.936189 -1.971453 -4.746413 -0.01 0.09 -0.03
C 3.381989 -0.723753 -4.982213 0.00 -0.06 -0.08
C 2.537989 -0.156853 -4.046513 0.01 0.18 0.13
C 1.988489 -1.770853 2.416787 0.19 0.27 -0.27
C 2.090889 -1.774053 3.802287 0.07 0.11 0.03
C 2.530289 -2.902353 4.469187 -0.08 0.00 0.08
C 2.844489 -4.049453 3.755887 0.03 0.01 -0.04
C 2.759089 -4.046253 2.372987 0.02 -0.15 0.03
C 2.334089 -2.911453 1.704887 0.03 0.17 -0.05
C 1.841489 1.140747 2.272287 -0.01 -0.39 -0.50
C 1.033089 2.253447 2.465087 -0.02 -0.04 -0.04
C 1.554289 3.379447 3.076587 -0.02 0.05 0.04
C 2.875189 3.392847 3.499487 0.02 -0.05 -0.06
C 3.691689 2.296047 3.265587 0.11 0.02 0.03
C 3.181789 1.172247 2.641187 -0.02 -0.07 0.01
H -3.433311 1.078747 3.811687 -0.12 0.04 0.22
H -3.620811 0.167947 2.323887 -0.15 -0.17 -0.13
H -2.631611 1.616047 2.349287 0.16 0.17 -0.11
H -1.189111 0.658247 5.692087 -0.22 -0.10 0.10
H -0.403011 1.733047 4.557087 -0.02 0.13 -0.05
H 0.413189 0.288947 5.112187 0.18 -0.04 0.10
H -2.271811 -1.887153 5.124087 -0.13 0.00 0.22
H -1.012611 -2.673053 4.199687 0.23 -0.02 -0.01
H -2.633811 -2.500053 3.530087 -0.19 -0.08 -0.16
H 0.434789 -2.310253 -4.691513 0.13 -0.17 0.11
H 0.173389 -0.718753 -5.371913 0.02 0.18 -0.05
H -0.927711 -2.025753 -5.758913 -0.17 -0.08 -0.19
H -2.015911 -3.554353 -3.088813 0.16 -0.20 -0.07
H -3.460511 -2.627053 -3.416313 -0.23 -0.04 -0.13
H -2.701411 -2.530953 -1.836513 -0.07 0.07 0.14
H -2.108611 0.999147 -4.716713 0.16 0.09 -0.02
H -3.052611 0.824747 -3.241413 -0.06 0.10 0.20
H -3.434211 -0.135853 -4.650713 -0.15 -0.16 -0.13
H 3.056689 1.998047 -1.317613 0.20 -0.06 0.00
H 2.998089 4.414947 -1.925113 0.08 0.07 0.05
H 0.860889 5.483847 -2.495413 0.03 0.19 -0.10
H -1.144411 4.086947 -2.822813 -0.06 -0.10 0.23
H -0.951611 1.619847 -2.747613 -0.20 -0.05 0.04
H 2.629289 -2.579953 -1.686613 0.01 -0.09 0.12
H 4.124989 -3.598853 -3.375213 0.05 -0.12 0.04
H 4.573489 -2.422753 -5.490613 0.11 -0.05 -0.04
H 3.601389 -0.194653 -5.896113 0.01 0.03 -0.12
H 2.084689 0.808147 -4.226713 0.03 0.11 -0.03
H 1.821089 -0.885253 4.351987 0.07 0.03 0.12
H 2.617189 -2.890353 5.545287 -0.02 -0.02 0.08
H 3.156689 -4.940953 4.277787 0.07 -0.07 0.04
H 3.019989 -4.935053 1.816987 0.04 -0.06 -0.06
H 2.258289 -2.895753 0.627287 0.04 -0.08 -0.12
H 0.002989 2.203647 2.148987 -0.08 0.11 0.02
H 0.926789 4.241947 3.250087 -0.07 0.04 0.02
H 3.268889 4.255147 4.017687 0.03 0.07 -0.02
H 4.723489 2.308047 3.582187 0.08 0.03 0.02
H 3.809189 0.310147 2.461687 0.09 -0.03 0.06
C -0.251411 6.313447 0.448487 0.92 0.14 0.28
O -1.502311 6.103847 -0.166713 -1.16 -1.35 -0.88
C -1.892211 4.842347 -0.485913 1.56 -0.22 0.59
C -3.217511 4.610947 -0.766513 -0.89 -0.01 -0.35
C -3.712111 3.320647 -0.923013 1.02 0.10 0.44
C -2.933411 2.171447 -0.608813 0.26 0.12 -0.27
C -3.536811 0.880447 -0.459613 -0.47 -0.64 -0.05
C -5.038011 0.782947 -0.596713 0.19 -0.24 0.10
O -2.946511 -0.198053 -0.222313 -0.32 0.10 -0.01
C -1.552711 2.358347 -0.338913 -0.27 1.31 0.64
O -0.779411 1.503947 0.153087 -0.10 -1.71 -0.65
C -0.929211 3.723747 -0.655913 -1.79 0.15 3.09
H -0.214111 7.374347 0.690287 -0.03 -0.09 -0.03
H 0.580989 6.067647 -0.215813 -0.15 0.02 0.09
H -0.156111 5.734347 1.373587 -0.11 0.01 -0.08
H -3.897011 5.447247 -0.803813 -0.06 0.13 -0.12
H -4.744411 3.199447 -1.194513 -0.25 0.02 0.06
H -5.531311 1.463047 0.092187 -0.07 0.07 0.05
H -5.344911 -0.235553 -0.381913 0.00 -0.04 0.01
H -5.346511 1.032447 -1.608013 -0.05 0.08 -0.16
H -0.042411 3.818647 -0.023613 -0.01 -0.13 -0.24
N -0.781311 -6.608053 3.585487 0.00 -0.04 0.08
C -0.590411 -6.035753 2.609387 -0.13 -0.30 0.68
C -0.344411 -5.334853 1.408387 0.29 0.39 -1.44
C 0.367989 -5.929053 0.352287 -0.37 0.42 0.52
C 0.578189 -5.179253 -0.789213 -0.13 0.11 0.02
C 0.066789 -3.892853 -0.859913 0.06 -0.04 -0.12
N -0.619211 -3.329653 0.142487 0.08 1.92 -0.85
C -0.815511 -4.028553 1.246087 -0.18 -0.16 0.66
H 0.736689 -6.940253 0.441987 0.03 -0.04 0.03
H 1.132089 -5.586853 -1.620913 -0.01 0.03 -0.09
H 0.210389 -3.278653 -1.735413 0.00 0.09 -0.10
H -1.355011 -3.545953 2.046287 -0.01 0.08 0.05
```
Forces are in eV/Å.

Summary:
Net charge: +1
LUMO (spin up / spin down) in eV: -3.747 / -4.247
Spin multiplicity: 2
F_max in eV/Å: 3.57

---

No. 2
The ion C3H5NO2S with charge -1 at a distorted geometry. Source: the Open Molecules 2025 dataset; level of theory: ωB97M-V/def2-TZVPD.

```
12
Properties=species:S:1:pos:R:3:forces:R:3
C 0.611915 -0.008884 0.690783 0.32 0.25 -0.62
C 0.685260 1.111767 -0.339965 0.79 1.18 -0.23
S 1.730792 2.642523 0.008766 -0.59 -1.21 0.28
N -0.488536 -0.924241 0.485986 0.23 0.45 0.79
C -1.439767 -1.091520 -0.594277 0.83 -0.12 0.99
O -1.282125 -0.325787 -1.558983 -0.34 0.14 -0.50
O -2.246209 -2.001186 -0.348450 -0.50 -0.21 -0.47
H 1.522300 -0.619718 0.600133 0.37 0.49 0.38
H 0.567240 0.485752 1.681911 0.06 -0.40 -0.21
H -0.294607 1.538223 -0.531650 -0.15 -0.09 -0.19
H 1.104558 0.815975 -1.303147 -0.42 -0.24 0.03
H -0.470823 -1.622909 1.208891 -0.59 -0.23 -0.26
```
Forces are in eV/Å.

Summary:
Energy relative to the best compared isomer or geometry (same formula, charge and spin) in kcal/mol: 3.9
Net charge: -1
LUMO (spin up / spin down) in eV: 3.161 / 1.232
Spin multiplicity: 2
F_max in eV/Å: 1.44

---

No. 3
A cluster of 2 separate species, C3H3NO4 in total at a distorted geometry. Source: the Open Molecules 2025 dataset; level of theory: ωB97M-V/def2-TZVPD.

```
11
Properties=species:S:1:pos:R:3:forces:R:3
C 0.236318 -0.142719 -0.009253 -3.95 1.70 -0.04
C -0.667192 -1.145080 0.369417 -6.96 -4.35 -0.96
C -0.487161 1.138229 -0.427307 5.09 3.37 -0.09
H 3.150737 -0.852549 -0.189415 -4.56 -2.82 1.13
H -0.593992 -1.904408 1.646840 -0.16 2.30 -4.10
H -2.028781 2.222010 0.008511 1.17 -2.79 -0.53
N 1.435176 -0.073982 -0.102701 5.39 -1.30 -0.86
O 2.101513 -1.327953 0.027930 4.44 3.86 -0.70
O -1.693377 -1.198628 -0.460909 5.21 -1.06 4.99
O -1.714536 1.222589 -0.037798 -2.54 3.22 0.58
O 0.261295 2.062489 -0.825314 -3.12 -2.13 0.58
```
Forces are in eV/Å.

Summary:
Energy relative to the best compared isomer or geometry (same formula, charge and spin) in kcal/mol: 152.7
LUMO in eV: -0.858
Spin multiplicity: 1
F_max in eV/Å: 8.26

---

No. 4
An isolated molecule of C4H9NO2 at a distorted geometry. Source: the Open Molecules 2025 dataset; level of theory: ωB97M-V/def2-TZVPD.

```
16
Properties=species:S:1:pos:R:3:forces:R:3
C -1.481762 -1.327920 -0.289528 1.61 0.74 0.99
N -0.727667 -0.457775 0.719261 -1.15 3.23 1.07
C 0.558196 0.348396 0.471171 -0.26 -3.19 -2.69
C 1.527855 -0.626365 -0.335151 1.00 1.24 -0.69
C 0.202123 1.710915 -0.233056 4.19 -2.36 -5.78
O 0.644312 1.916279 -1.443596 -2.83 -0.37 6.11
O -0.653751 2.452328 0.426787 -0.91 1.39 -0.97
H -1.880959 -2.112823 0.340002 0.27 -0.55 -0.05
H -2.392569 -1.020374 -0.861033 1.24 0.82 0.09
H -0.594357 -1.651115 -0.863093 -1.32 -0.52 -0.43
H -1.288034 0.349221 1.126451 -0.04 -2.08 -0.55
H 1.075935 0.344876 1.406581 -0.22 1.02 1.01
H 1.629947 -1.647705 0.139815 0.05 1.47 -0.02
H 2.548860 -0.103301 -0.553083 -1.71 -1.10 0.76
H 1.147921 -0.833133 -1.337774 -0.10 0.25 0.02
H -0.316048 2.658498 1.286246 0.17 0.01 1.15
```
Forces are in eV/Å.

Summary:
Energy relative to the best compared isomer or geometry (same formula, charge and spin) in kcal/mol: 73.4
LUMO in eV: 0.432
Spin multiplicity: 1
F_max in eV/Å: 7.52
SMILES: CN[C@@H](C)C(=O)O